Record 1
DFT (ωB97M-V with the def2-TZVPD basis set) results for a molecular structure, C38H32N3O2PdS.

Element x y z (Å)
1 Pd 0.32082 -0.75861 -0.76793
2 O -1.30218 -0.96556 0.23488
3 C -2.61024 -0.66112 -0.21514
4 C -2.55260 -0.25829 -1.69697
5 C -1.73270 0.97170 -1.92460
6 C -2.30415 2.14000 -2.39483
7 C -1.50152 3.23813 -2.64377
8 C -0.13655 3.13365 -2.44604
9 C 0.39788 1.95154 -1.96509
10 C 1.88205 1.78567 -1.80786
11 C 2.34763 1.27746 -0.43281
12 O 2.09814 -0.10882 -0.29919
13 C 1.70474 2.03954 0.72235
14 C 1.47136 1.37988 1.92567
15 C 0.92728 2.05519 3.00818
16 C 0.60897 3.40133 2.90144
17 C 0.83764 4.06773 1.70702
18 C 1.38277 3.38976 0.62542
19 C 3.88770 1.36503 -0.40160
20 C 4.62124 0.41157 -1.10629
21 C 6.00334 0.49090 -1.15362
22 C 6.66467 1.52195 -0.49962
23 C 5.93750 2.46853 0.20337
24 C 4.55135 2.39075 0.25860
25 N -0.40968 0.91498 -1.68139
26 C -3.21137 0.50582 0.57562
27 C -2.39968 1.43633 1.21095
28 C -2.96481 2.53843 1.84262
29 C -4.33823 2.72129 1.83950
30 C -5.15324 1.79121 1.20804
31 C -4.59238 0.68876 0.58288
32 C -3.42560 -1.93739 -0.01133
33 C -4.26910 -2.47841 -0.96972
34 C -4.99810 -3.63258 -0.69518
35 C -4.88855 -4.24966 0.53744
36 C -4.04592 -3.70998 1.50401
37 C -3.32211 -2.56415 1.23072
38 H -2.13479 -1.09001 -2.27554
39 H -3.55890 -0.06611 -2.06581
40 H -3.37143 2.17541 -2.55927
41 H -1.93364 4.16149 -3.00596
42 H 0.52512 3.95977 -2.66415
43 H 2.24780 1.06924 -2.54852
44 H 2.36731 2.73427 -2.03220
45 H 1.73573 0.33487 2.01443
46 H 0.75586 1.53094 3.93942
47 H 0.18964 3.92961 3.74802
48 H 0.59856 5.11939 1.61641
49 H 1.57353 3.93522 -0.29113
50 H 4.10627 -0.39513 -1.61151
51 H 6.56584 -0.25436 -1.70081
52 H 7.74423 1.58357 -0.53565
53 H 6.44750 3.27141 0.71931
54 H 3.99516 3.12440 0.82598
55 H -1.32621 1.30107 1.22978
56 H -2.32148 3.25198 2.34003
57 H -4.77453 3.57901 2.33447
58 H -6.22794 1.91866 1.21132
59 H -5.23411 -0.04471 0.10870
60 H -4.37822 -2.02088 -1.94462
61 H -5.65306 -4.04298 -1.45254
62 H -5.45833 -5.14433 0.75053
63 H -3.96245 -4.18187 2.47455
64 H -2.67597 -2.13450 1.98571
65 C 3.34834 -6.00394 -0.11233
66 C 2.51515 -4.76794 -0.08087
67 C 1.81454 -4.37696 1.06705
68 C 1.07135 -3.21879 1.01778
69 N 1.03856 -2.53041 -0.11903
70 C 1.76267 -2.94765 -1.16691
71 S 1.57334 -1.75480 -2.43299
72 N 2.49151 -4.03145 -1.20373
73 H 3.12901 -6.66110 0.72562
74 H 4.40315 -5.72497 -0.07341
75 H 3.18803 -6.53066 -1.05144
76 H 1.84921 -4.97057 1.96801
77 H 0.48731 -2.83881 1.84558

Calculated values
* HOMO-LUMO gap: 5.88 eV
* charge: +1
* E_LUMO: -5.358 eV
* HOMO energy: -11.242 eV
* E: -62799.2736 eV

***

Record 2
DFT (ωB97M-V with the def2-TZVPD basis set) results for a molecular structure, C15H10Br2FeN4O3S.

Element x y z (Å)
1 Fe 0.99849 -0.98950 -0.76692
2 S 3.39343 -0.63894 -0.05693
3 C 2.56858 -0.77315 1.46735
4 C 3.18956 -0.73609 2.72695
5 C 2.42046 -0.88978 3.85643
6 C 1.03931 -1.07911 3.74333
7 C 0.49743 -1.09501 2.47681
8 N 1.23621 -0.94083 1.37840
9 H 4.25977 -0.59851 2.78295
10 H 2.88613 -0.86998 4.83393
11 H 0.41287 -1.21302 4.61299
12 H -0.56485 -1.24537 2.31760
13 Br -5.77195 0.21093 -1.25662
14 C -3.93519 -0.16458 -1.09608
15 C -3.50367 -1.46137 -0.89098
16 C -2.14061 -1.67910 -0.77915
17 N -1.24063 -0.70383 -0.86334
18 C -1.66841 0.54976 -1.06354
19 C -3.01401 0.86651 -1.18708
20 C -0.60124 1.59461 -1.16160
21 C -0.90157 2.94736 -1.22093
22 C 0.14771 3.84382 -1.32839
23 Br -0.21371 5.68645 -1.41037
24 C 1.45134 3.38907 -1.36860
25 C 1.66232 2.02302 -1.28110
26 N 0.66312 1.14563 -1.18235
27 H -4.20017 -2.28341 -0.81901
28 H -1.75109 -2.67246 -0.60129
29 H -3.34719 1.87700 -1.35985
30 H -1.91712 3.30590 -1.17443
31 H 2.28453 4.07066 -1.45188
32 H 2.65832 1.60121 -1.26301
33 O 0.61439 -4.41554 -2.12919
34 N 0.74216 -3.31556 -1.66286
35 O 0.56232 -3.04303 -0.44313
36 O 1.08297 -2.30376 -2.37810

Calculated values
* HOMO-LUMO gap (spin up / spin down): 6.44 / 6.41 eV
* E_LUMO (spin up / spin down): -1.081 / -1.121 eV
* HOMO energy (spin up / spin down): -7.520 / -7.535 eV
* energy above the lowest of the compared OMol25 structures with the same formula, charge and spin: 1.8 kcal per mole
* spin multiplicity: 5
* E: -213126.6462 eV

***

Record 3
DFT (ωB97M-V with the def2-TZVPD basis set) results for C4H6O2 in the gas phase.

Element x y z (Å)
1 C -2.08030 -0.15701 -0.25710
2 C -1.07800 0.78113 0.34117
3 O -1.24208 1.91198 0.67181
4 C 0.96149 0.15430 -0.45780
5 O 0.17680 0.16635 0.60766
6 C 2.29562 -0.36139 -0.01035
7 H -2.87610 0.41917 -0.73161
8 H -1.60494 -0.82549 -0.97723
9 H -2.51344 -0.76182 0.54840
10 H 2.26726 -0.98558 0.89216
11 H 2.79582 -0.87557 -0.83516
12 H 2.89788 0.53393 0.20806

Calculated values
* HOMO-LUMO gap: 9.69 eV
* E_LUMO: 0.785 eV
* HOMO energy: -8.905 eV
* energy above the lowest of the compared OMol25 structures with the same formula, charge and spin: 65.0 kcal per mole
* E: -8337.6444 eV

***

Record 4
DFT (ωB97M-V with the def2-TZVPD basis set) results for a molecular structure, C5H13N3 at a distorted geometry.

Element x y z (Å)
1 C -1.59562 -1.31169 0.92317
2 C -0.98444 0.05365 1.24846
3 C -1.21998 1.15312 0.03389
4 C -0.43910 0.69508 -1.22377
5 N 0.88851 1.12228 -1.02349
6 C 1.64154 -0.06817 -0.69359
7 N 2.93280 0.32229 -0.01262
8 N 1.08297 -1.28785 -0.44207
9 H -0.71755 -1.86579 0.53086
10 H -1.95915 -1.74169 1.83736
11 H -2.37713 -1.32581 0.21541
12 H -1.31971 0.39510 2.22387
13 H 0.07253 -0.02031 1.35395
14 H -0.89857 2.19631 0.27667
15 H -2.24935 1.42834 -0.04156
16 H -0.60918 -0.34334 -1.46625
17 H -0.91877 1.24564 -2.05799
18 H 1.46796 0.29186 -1.81011
19 H 2.78392 1.31353 0.11821
20 H 2.78303 -0.19540 0.82125
21 H 1.63527 -2.05713 -0.81165

Calculated values
* HOMO-LUMO gap: 8.70 eV
* E_LUMO: -0.238 eV
* HOMO energy: -8.936 eV
* energy above the lowest of the compared OMol25 structures with the same formula, charge and spin: 118.6 kcal per mole
* E: -9861.2233 eV